156
Properties=species:S:1:pos:R:3:forces:R:3 method="wB97M-V/def2-TZVPD" smiles="COP(=O)(OC)OC.COP(=O)(OC)OC.COP(=O)(OC)OC.COP(=O)(OC)OC.COP(=O)(OC)OC.COP(=O)(OC)OC.COP(=O)(OC)OC.COP(=O)(OC)OC.O=C1OCCO1.O=C1OCCO1" largest_force_ev_per_a=4.7 charge=0 lumo_energy_ev=0.66 multiplicity=1 e_tot_ev=-184539.4203 relative_energy_kj_mol=55.43 gap_ev=10.87
C 18.4429 15.8331 15.9387 -2.609 0.160 1.316
O 18.7001 16.1833 17.3355 1.067 -0.577 -0.042
P 17.9286 16.8577 18.4982 -0.962 -0.746 0.755
O 17.0656 16.0505 19.3705 0.524 -0.453 -0.034
O 18.9662 17.6628 19.3967 0.886 0.172 -0.939
C 19.7411 18.7283 18.7654 -1.828 1.521 0.153
O 17.0732 17.9305 17.7460 -0.081 1.395 -0.450
C 16.2847 18.8065 18.5638 0.724 1.094 0.169
H 17.5883 16.4395 15.6358 0.441 0.406 -0.472
H 18.0291 14.8241 15.8240 0.693 -0.083 0.503
H 19.3391 16.0014 15.4149 0.930 0.214 -0.677
H 20.7356 18.7723 19.2173 -0.248 -0.226 -0.239
H 19.1649 19.7145 19.0227 1.249 -1.632 -0.524
H 19.7452 18.6346 17.6506 0.265 -0.065 0.988
H 15.8691 18.2634 19.3976 -0.116 -0.182 0.333
H 15.4986 19.1385 17.9172 -0.478 0.408 -0.198
H 16.8573 19.7252 18.9499 -0.547 -1.442 -0.656
C 14.6487 11.4990 10.8265 1.968 -1.144 -0.278
O 13.7101 11.5873 11.8497 -1.541 0.816 0.762
P 12.1370 11.6773 11.6144 0.286 -1.309 -0.611
O 11.3542 11.9174 12.8144 -0.071 0.941 0.778
O 11.8562 12.6307 10.3682 0.127 -1.871 0.473
C 12.0663 13.9847 10.6860 1.461 0.638 1.004
O 11.8833 10.2222 11.0812 -0.782 -0.202 -1.306
C 10.5787 9.8197 10.5550 0.740 -0.280 -0.316
H 15.6190 11.2520 11.3413 -0.947 -0.331 -0.756
H 14.8833 12.4200 10.3562 -0.263 1.345 -0.333
H 14.3540 10.8124 10.0073 0.225 -0.056 0.739
H 11.7640 14.1855 11.7139 -0.801 0.355 -0.300
H 11.5934 14.5371 9.9072 -0.230 0.794 -0.074
H 13.1498 14.1711 10.7641 -0.245 0.217 -0.637
H 9.7358 10.3055 11.0856 0.597 -0.442 -0.148
H 10.6473 8.7328 10.6692 -0.699 0.260 0.191
H 10.5105 10.0012 9.4601 0.167 0.281 0.739
C 9.5917 18.9474 11.6770 -0.814 0.564 -0.132
O 10.3903 17.8095 11.3172 0.174 0.827 0.356
P 11.7977 17.7120 12.0517 -0.137 -0.998 0.892
O 12.6143 16.6355 11.4767 0.085 0.475 0.135
O 12.3018 19.1954 12.0636 -0.800 -0.552 -0.677
C 13.5746 19.6883 12.5402 -0.956 -1.150 -0.503
O 11.4458 17.5129 13.6056 0.834 0.927 0.197
C 11.1557 16.2863 14.2748 -0.609 -0.323 -0.562
H 9.2796 18.9615 12.7223 0.486 -0.220 0.163
H 8.6651 18.9075 11.1259 -0.165 -0.343 -0.436
H 10.0541 19.9073 11.4208 0.241 -0.401 0.102
H 13.2059 20.5000 13.1676 1.169 0.184 -0.128
H 14.1091 19.8967 11.6122 0.376 0.614 0.614
H 14.0681 18.8632 13.0634 0.234 0.532 0.247
H 11.9643 15.5445 14.1460 -0.335 0.368 0.135
H 10.2416 15.9670 13.7841 -0.140 -0.832 0.140
H 10.8962 16.4567 15.3386 0.575 0.298 -0.668
C 20.6933 12.1483 17.8440 0.006 -0.946 -3.225
O 19.9604 10.9139 17.5170 0.004 0.101 -0.145
P 18.4518 10.9949 16.9648 -0.007 0.612 -0.570
O 18.2536 12.0839 15.9565 0.001 -1.285 1.455
O 18.1276 9.5315 16.3450 0.689 2.295 0.676
C 17.9430 8.4239 17.2125 -0.350 0.901 2.128
O 17.6214 11.0561 18.3426 1.246 -0.004 -1.095
C 16.8597 12.2288 18.6820 0.094 -0.256 0.572
H 21.6183 11.8549 18.2892 0.212 -0.203 0.808
H 20.0816 12.8284 18.3593 -0.609 0.744 1.144
H 20.9808 12.6329 16.8709 -0.396 -0.356 0.783
H 18.8499 8.3191 17.9048 -1.494 0.000 -0.750
H 17.8812 7.6293 16.5355 -0.019 -1.561 -0.625
H 16.9323 8.5383 17.7523 1.732 -0.209 -0.477
H 17.0290 12.5211 19.7393 0.207 -0.397 -0.609
H 15.8759 11.8206 18.5835 -1.015 0.807 -0.092
H 17.1107 13.0764 18.0390 -0.282 -0.188 -0.065
C 15.9890 15.5726 12.0043 -1.271 0.428 0.219
O 17.0748 16.3272 11.5427 1.375 0.845 0.355
P 17.2227 17.9116 11.6435 -0.436 -1.126 -2.967
O 17.1754 18.5890 12.9082 -0.589 0.440 1.738
O 18.5502 18.1103 10.8289 0.988 -0.201 0.588
C 19.7229 17.4519 11.4194 -0.204 2.091 -0.873
O 16.1736 18.4247 10.5635 -0.552 0.605 1.969
C 16.1322 17.9929 9.2392 0.293 2.220 -1.600
H 16.3294 14.6326 12.3488 0.507 -1.014 0.115
H 15.3175 15.4392 11.1580 -0.373 -0.025 0.195
H 15.4908 16.0252 12.8650 -0.128 0.222 -0.253
H 19.6353 16.4520 11.1236 0.289 -1.674 0.020
H 19.8173 17.6595 12.4772 -0.338 -0.253 0.324
H 20.5633 17.9415 10.9417 0.201 -0.176 -0.158
H 16.4412 16.9884 9.1226 -0.095 -1.295 -0.045
H 16.9135 18.6125 8.6990 -1.068 -0.638 0.136
H 15.0988 18.2227 8.8516 1.179 -0.504 0.273
C 14.5340 14.4238 19.2349 -0.546 -0.458 0.152
O 13.7372 13.2106 19.3304 -1.336 0.134 0.466
P 12.1439 13.2326 19.4015 1.616 1.730 -1.868
O 11.5619 11.9664 19.7800 -0.665 -1.198 0.193
O 11.7836 13.8295 17.9489 -0.259 -0.262 0.332
C 10.5042 14.1795 17.3514 0.166 1.264 2.635
O 11.8272 14.4309 20.3730 1.071 -0.091 0.423
C 10.5224 14.7660 20.6926 -1.658 0.598 -1.188
H 14.4776 14.7866 18.2424 -0.375 0.550 -1.123
H 15.5425 14.0941 19.3309 0.528 0.160 0.712
H 14.2114 15.1931 19.9434 0.266 -0.385 0.020
H 10.2931 15.2878 17.5017 0.353 -1.322 -0.065
H 9.6905 13.5915 17.7854 0.120 0.018 -0.127
H 10.6115 13.9921 16.3386 0.092 -0.463 -1.969
H 9.9356 15.0576 19.8050 0.502 0.517 0.127
H 10.5222 15.5456 21.4135 0.129 0.771 0.465
H 9.9071 13.9850 21.0546 -0.061 -1.406 0.844
C 20.0916 10.3856 11.3475 -0.533 1.093 0.519
O 20.1633 11.7934 11.0080 0.836 -0.807 0.692
P 18.9602 12.7177 10.6072 -0.719 0.118 3.220
O 19.4776 13.8767 9.9313 0.196 1.357 -1.177
O 17.9578 11.7437 9.8959 -1.291 -0.314 -0.589
C 17.8957 11.6079 8.4856 -0.416 -0.341 -2.212
O 18.1030 13.0305 11.9673 0.492 -0.131 -0.777
C 18.6574 13.7471 13.1760 2.143 -3.520 -2.221
H 20.9489 10.1074 11.9504 0.065 0.357 0.227
H 20.1778 9.8629 10.4308 -0.270 -0.803 -0.853
H 19.1588 10.1749 11.8882 0.291 -0.102 -0.231
H 17.4437 12.4570 7.9083 0.250 -0.281 1.154
H 17.3070 10.7043 8.1192 0.648 0.909 1.282
H 18.8940 11.5010 8.0623 0.152 -0.072 0.123
H 18.7758 14.7689 12.9294 0.316 1.001 -0.157
H 19.6348 13.1366 13.3457 -1.444 1.695 0.250
H 17.9755 13.5499 13.9553 -0.780 -0.193 0.786
C 12.5638 20.4283 20.0415 0.698 0.599 0.552
O 12.2333 19.3084 19.1899 1.072 0.443 0.439
P 11.6814 19.4207 17.7183 -0.998 0.214 -1.057
O 10.2815 19.9039 17.6386 1.253 -0.668 -0.092
O 12.7265 20.2869 16.9207 1.220 -0.084 0.989
C 12.5422 21.2913 15.9760 -2.723 -0.840 -1.392
O 11.9975 18.0123 17.0767 -0.005 -0.686 0.274
C 13.2958 17.4798 16.6038 -1.100 0.717 -0.073
H 11.8546 20.4259 20.8780 0.264 -0.051 -0.209
H 12.5287 21.4323 19.5767 -0.371 -0.700 -0.338
H 13.6257 20.3873 20.4461 -1.285 -0.632 -0.591
H 11.4106 21.4662 15.8549 1.754 -0.121 -0.212
H 13.0635 21.0318 15.0457 -0.566 -0.300 0.149
H 13.0145 22.1534 16.2837 0.815 2.081 1.035
H 13.5588 17.9341 15.6344 -0.158 -0.179 0.512
H 13.1540 16.4210 16.5271 -0.248 -0.535 -0.376
H 14.0660 17.5948 17.3357 0.425 0.518 0.487
O 14.5329 10.0550 17.4916 -0.037 -0.325 0.266
C 13.9030 9.7121 18.4571 2.226 1.237 -0.962
O 14.4824 9.7208 19.7093 -2.391 0.095 -0.865
C 13.4186 9.2889 20.5577 0.198 -2.349 2.150
C 12.1744 9.0765 19.7155 0.505 -0.259 -0.580
O 12.6501 9.3298 18.3928 -0.296 0.243 0.317
H 13.7928 8.3368 21.0336 -0.536 0.765 -0.467
H 13.1035 9.9144 21.3843 0.840 0.870 -0.078
H 11.3763 9.7239 19.9896 -0.373 0.846 -0.117
H 11.7832 8.0947 19.6587 -0.135 -1.238 0.440
O 15.3919 14.7857 15.1800 0.324 0.650 -0.257
C 14.8704 13.7137 15.1120 1.336 -0.955 -0.742
O 13.8207 13.3633 15.8039 -1.131 -1.335 -0.345
C 13.4755 12.0080 15.3529 -1.351 -0.110 0.703
C 14.6970 11.4365 14.7778 2.648 1.154 1.338
O 15.3357 12.6727 14.3521 0.259 1.059 -0.320
H 13.1729 11.4892 16.2240 -0.468 -0.503 0.785
H 12.6998 11.9745 14.6045 -0.510 0.769 -0.076
H 14.5879 10.7947 13.9308 -0.206 -0.327 -0.342
H 15.3979 11.0394 15.5547 -0.742 -0.134 -0.745